# 1
Below is an isolated molecule of C10H17N3O3 in a non-equilibrium geometry, with properties calculated with wB97M-V/def2-TZVPD.

Results
SMILES	CNC(=O)[C@H]1CCCN1C(=O)CNC(C)=O
ΔE to the lowest compared entry with this formula, charge and spin	1.7	kcal/mol
E_tot	-21260.0227	eV
HOMO level	-0.3378	hartree
gap between HOMO and LUMO	9.8	eV

```
! wB97M-V def2-TZVPD RIJCOSX def2/J DEFGRID3
* xyz 0 1
C 2.698 -0.291 -1.808
N 1.416 0.139 -1.228
C 0.766 1.282 -1.519
O 1.309 2.120 -2.234
C -0.648 1.513 -1.015
C -1.582 1.800 -2.193
C -2.129 0.405 -2.555
C -2.350 -0.200 -1.176
N -1.315 0.340 -0.329
C -1.201 -0.076 0.957
O -1.814 -1.023 1.399
C -0.185 0.608 1.876
N 0.353 -0.365 2.849
C 1.148 -1.364 2.499
C 1.439 -2.353 3.627
O 1.641 -1.449 1.382
H 3.335 0.550 -2.072
H 2.462 -0.889 -2.690
H 3.224 -0.898 -1.076
H 1.019 -0.486 -0.526
H -0.607 2.347 -0.338
H -2.346 2.402 -1.751
H -1.137 2.310 -3.026
H -1.367 -0.133 -3.096
H -3.070 0.490 -3.105
H -2.199 -1.275 -1.221
H -3.292 0.176 -0.753
H 0.657 1.019 1.313
H -0.650 1.434 2.425
H -0.089 -0.407 3.758
H 1.949 -1.814 4.396
H 2.062 -3.159 3.255
H 0.502 -2.753 3.974
*
```

=====

# 2
Below is an isolated molecule of C10H17N3O6 in a non-equilibrium geometry, with properties calculated with wB97M-V/def2-TZVPD.

Results
SMILES	NC(=O)CC[C@H](N)C(=O)N[C@@H](CCC(=O)O)C(=O)O
ΔE to the lowest compared entry with this formula, charge and spin	70.1	kcal/mol
E_tot	-27400.3396	eV
HOMO level	-0.3431	hartree
gap between HOMO and LUMO	9.7	eV

```
! wB97M-V def2-TZVPD RIJCOSX def2/J DEFGRID3
* xyz 0 1
N -2.774 -1.696 0.878
C -3.546 -0.842 0.218
O -4.572 -0.239 0.573
C -2.799 -0.320 -1.000
C -2.506 1.199 -0.887
C -1.448 1.745 0.064
N -1.224 3.169 -0.099
C -0.056 1.152 -0.173
O 0.690 1.631 -0.982
N 0.292 -0.038 0.530
C 1.379 -0.831 -0.124
C 2.503 -1.138 1.036
C 3.095 0.198 1.373
C 3.946 0.563 0.151
O 5.109 0.365 -0.122
O 3.346 1.495 -0.664
C 0.904 -2.133 -0.657
O -0.186 -2.643 -0.449
O 1.915 -2.866 -1.303
H -2.251 -2.311 0.299
H -3.171 -2.142 1.677
H -1.970 -0.944 -1.120
H -3.542 -0.570 -1.794
H -2.073 1.623 -1.813
H -3.593 1.608 -0.599
H -1.754 1.527 1.133
H -1.912 3.833 0.285
H -0.265 3.527 -0.025
H -0.539 -0.619 0.858
H 1.927 -0.173 -0.632
H 1.953 -1.551 1.846
H 3.220 -1.826 0.570
H 3.533 -0.020 2.337
H 2.288 0.917 1.509
H 2.578 1.930 -1.019
H 1.503 -3.581 -1.876
*
```

=====

# 3
Below is an isolated molecule of C10H17N3O6 in a non-equilibrium geometry, with properties calculated with wB97M-V/def2-TZVPD.

Results
SMILES	CNC(=O)[C@@H](CC(=O)O)NC(=O)[C@@H](CO)NC(C)=O
ΔE to the lowest compared entry with this formula, charge and spin	53.0	kcal/mol
E_tot	-27401.0833	eV
HOMO level	-0.3445	hartree
gap between HOMO and LUMO	9.9	eV

```
! wB97M-V def2-TZVPD RIJCOSX def2/J DEFGRID3
* xyz 0 1
C 1.444 2.179 3.086
N 1.144 0.989 2.279
C 1.386 -0.318 2.510
O 1.734 -0.707 3.618
C 1.079 -1.243 1.331
C -0.073 -2.227 1.594
C -1.425 -1.530 1.877
O -1.953 -0.684 1.174
O -1.985 -1.753 3.130
N 0.799 -0.589 0.110
C 1.042 -0.991 -1.155
O 1.495 -2.073 -1.380
C 0.613 0.011 -2.316
C 0.522 -0.800 -3.660
O 0.469 0.184 -4.689
N -0.693 0.620 -2.091
C -1.206 1.609 -1.250
C -2.669 1.941 -1.355
O -0.497 1.974 -0.288
H 0.489 2.672 3.323
H 2.037 1.910 4.007
H 1.835 3.030 2.512
H 0.684 1.188 1.392
H 2.069 -1.796 1.152
H 0.226 -2.858 2.396
H -0.179 -3.001 0.794
H -1.485 -2.372 3.650
H 0.179 0.130 0.156
H 1.367 0.751 -2.640
H -0.419 -1.327 -3.745
H 1.117 -1.748 -3.656
H 1.286 0.410 -5.144
H -1.290 0.343 -2.842
H -2.856 2.691 -0.548
H -3.039 2.284 -2.293
H -3.244 1.101 -1.040
*
```

=====

# 4
Below is an isolated molecule of C10H17N5O2 in a non-equilibrium geometry, with properties calculated with wB97M-V/def2-TZVPD.

Results
SMILES	N#C[C@H](CC(N)(N)N)[C@@H](C#N)CCCC(=O)O
E_tot	-22187.9525	eV
HOMO level	-0.3532	hartree
gap between HOMO and LUMO	9.6	eV

```
! wB97M-V def2-TZVPD RIJCOSX def2/J DEFGRID3
* xyz 0 1
N -1.386 -2.517 2.634
C -0.825 -1.814 1.818
C -0.149 -0.774 0.770
C 0.867 -1.648 -0.128
C 0.213 -2.016 -1.589
N -1.128 -2.671 -1.474
N 0.134 -0.806 -2.475
N 1.121 -2.992 -2.313
C 0.544 0.467 1.548
C 1.676 -0.185 2.519
N 2.402 -0.643 3.382
C 1.202 1.416 0.425
C 0.728 2.954 0.466
C -0.852 3.165 0.723
C -1.792 2.187 -0.130
O -1.784 2.072 -1.388
O -2.776 1.380 0.569
H -1.018 -0.444 0.073
H 1.875 -1.147 -0.344
H 1.085 -2.681 0.361
H -1.078 -3.368 -0.716
H -1.887 -1.983 -1.305
H 0.979 -0.216 -2.393
H -0.704 -0.264 -2.200
H 0.698 -3.925 -2.192
H 1.100 -2.733 -3.318
H -0.218 0.976 2.231
H 1.079 1.046 -0.651
H 2.347 1.419 0.633
H 1.363 3.617 1.179
H 0.937 3.387 -0.593
H -1.026 3.070 1.870
H -1.188 4.249 0.471
H -2.541 1.423 1.538
*
```

=====

# 5
Below is a cluster of 2 separate species, C10H17NO2P in total, with properties calculated with wB97M-V/def2-TZVPD.

Results
ΔE to the lowest compared entry with this formula, charge and spin	0.0	kcal/mol
E_tot	-25514.1810	eV
HOMO level	-0.4276	hartree
gap between HOMO and LUMO	7.2	eV

```
! wB97M-V def2-TZVPD RIJCOSX def2/J DEFGRID3
* xyz 1 1
C 0.376 0.552 -4.094
C -0.608 0.815 -3.154
C 1.241 -0.515 -3.914
C -0.724 0.009 -2.038
C 1.133 -1.318 -2.791
C 0.162 -1.044 -1.837
C 2.023 -0.506 2.128
C -2.285 2.290 2.031
C 1.191 -0.089 0.927
C -2.202 1.308 3.106
N -1.608 0.174 2.968
O 1.396 -2.729 -0.208
O 0.001 -0.879 0.824
P -0.095 -2.099 -0.340
H 0.462 1.171 -4.973
H -1.289 1.640 -3.299
H 1.999 -0.727 -4.652
H -1.506 0.194 -1.312
H 1.811 -2.148 -2.654
H 2.383 -1.522 1.996
H 2.878 0.156 2.223
H 1.439 -0.460 3.045
H -1.691 3.169 2.302
H -1.925 1.896 1.084
H -3.308 2.654 1.927
H 1.784 -0.186 0.015
H 0.874 0.956 1.017
H -2.644 1.550 4.068
H -1.143 -0.139 2.090
H 1.428 -3.689 -0.224
H -1.554 -0.485 3.738
*
```

=====

# 6
Below is a cluster of 2 separate species, C10H17NOSSi in total in a non-equilibrium geometry, with properties calculated with wB97M-V/def2-TZVPD.

Results
SMILES	CN=[Si](C)C.CSc1ccccc1O
ΔE to the lowest compared entry with this formula, charge and spin	14.0	kcal/mol
E_tot	-32894.2831	eV
HOMO level	-0.3107	hartree
gap between HOMO and LUMO	9.1	eV

```
! wB97M-V def2-TZVPD RIJCOSX def2/J DEFGRID3
* xyz 0 1
C 2.886 1.116 2.241
N 2.228 0.287 1.253
Si 1.880 0.351 -0.337
C 1.310 -1.249 -1.122
C 2.138 1.428 -1.795
H 2.394 1.966 2.513
H 3.214 0.437 3.029
H 4.022 1.437 1.890
H 1.120 -2.107 -0.429
H 0.421 -1.156 -1.708
H 1.940 -1.580 -1.952
H 2.736 2.272 -1.604
H 2.671 0.897 -2.525
H 1.222 1.808 -2.160
C -0.596 -1.284 2.511
S -1.673 0.237 2.282
C -2.152 0.027 0.633
C -2.940 -1.089 0.181
C -3.061 -1.319 -1.182
C -2.550 -0.415 -2.134
C -1.905 0.775 -1.686
C -1.664 0.946 -0.286
O -1.044 2.048 0.173
H -0.064 -1.421 1.541
H -1.144 -2.232 2.633
H 0.095 -0.894 3.294
H -3.262 -1.837 0.877
H -3.506 -2.203 -1.610
H -2.564 -0.765 -3.209
H -1.543 1.598 -2.300
H -0.608 1.922 0.988
*
```

=====

# 7
Below is a structure of composition C10H18AgO4, with properties calculated with wB97M-V/def2-TZVPD.

Results
E_tot	-22829.2431	eV
HOMO level (alpha / beta)	-0.6178 / -0.6178	hartree
expectation value of S²	0.7529
gap between HOMO and LUMO (alpha / beta)	8.0 / 4.9	eV

```
! wB97M-V def2-TZVPD RIJCOSX def2/J DEFGRID3
* xyz 2 2
C 2.574 -1.701 1.176
C 2.598 -0.463 0.265
C 3.713 -1.107 -0.819
C 1.335 -0.081 -0.454
C 0.448 0.899 0.357
C 1.217 2.076 0.976
C -0.789 1.355 -0.465
O -1.995 0.953 0.169
C -2.952 0.159 -0.479
C -3.041 -1.209 0.184
O -4.433 -1.468 0.187
C -5.123 -0.355 -0.121
O -6.278 -0.237 -0.224
O -4.222 0.699 -0.310
H 3.483 -1.830 1.756
H 1.754 -1.369 1.851
H 2.289 -2.625 0.676
H 3.039 0.372 0.802
H 3.185 -1.596 -1.631
H 4.158 -0.134 -1.070
H 4.423 -1.758 -0.323
H 0.792 -1.016 -0.646
H 1.544 0.337 -1.445
H 0.013 0.304 1.166
H 2.139 2.294 0.432
H 1.491 1.868 2.010
H 0.623 2.988 0.980
H -0.738 0.958 -1.498
H -0.769 2.453 -0.484
H -2.793 0.102 -1.584
H -2.687 -1.108 1.212
H -2.478 -1.997 -0.310
Ag -2.521 2.237 -2.338
*
```

=====

# 8
Below is a cluster of 2 separate species, C10H18BFNOS in total, with properties calculated with wB97M-V/def2-TZVPD.

Results
ΔE to the lowest compared entry with this formula, charge and spin	0.0	kcal/mol
E_tot	-28428.7255	eV
HOMO level	-0.1758	hartree
gap between HOMO and LUMO	7.2	eV

```
! wB97M-V def2-TZVPD RIJCOSX def2/J DEFGRID3
* xyz -1 1
F -2.712 3.115 -4.088
C -2.314 1.824 -4.493
C -2.262 0.855 -3.335
C -1.722 -0.510 -3.778
B -1.044 -1.484 -2.619
C -0.353 -0.662 -1.396
C 1.014 -0.410 -1.327
C 1.543 0.311 -0.262
C 0.680 0.771 0.720
N -0.633 0.551 0.709
C -1.100 -0.150 -0.325
H -3.020 1.505 -5.260
H -1.318 1.930 -4.923
H -1.649 1.320 -2.562
H -3.268 0.761 -2.920
H -1.025 -0.349 -4.608
H -2.562 -1.058 -4.217
H -0.157 -2.165 -3.149
H -1.870 -2.276 -2.163
H 1.680 -0.793 -2.089
H 2.603 0.505 -0.175
H 1.070 1.336 1.558
H -2.168 -0.339 -0.320
C 0.790 -0.914 5.214
S 2.057 -0.378 4.058
O 2.685 -1.605 3.515
C 3.191 0.248 5.311
H 0.000 -1.380 4.630
H 1.215 -1.635 5.912
H 0.391 -0.048 5.743
H 3.457 -0.556 5.997
H 2.722 1.074 5.847
H 4.080 0.604 4.795
*
```